(1)
{
  "formula": "C43H56BrO4P2PdSbSi3",
  "method": "the ωB97M-V functional and the def2-TZVPD basis",
  "e_homo_ha": -0.0161,
  "relative_energy_ev": 1.8894,
  "total_charge": -2,
  "elements": ["Pd", "C", "Si", "C", "C", "Sb", "Si", "C", "C", "C", "Si", "C", "C", "C", "H", "H", "H", "H", "H", "H", "H", "H", "H", "H", "H", "H", "H", "H", "H", "H", "H", "H", "H", "H", "H", "H", "H", "H", "H", "H", "H", "Br", "C", "C", "C", "C", "C", "C", "C", "O", "O", "H", "H", "H", "H", "C", "P", "C", "C", "C", "C", "C", "C", "C", "C", "C", "C", "C", "C", "P", "C", "C", "C", "C", "C", "C", "C", "C", "C", "C", "C", "C", "H", "H", "H", "H", "H", "H", "H", "H", "H", "H", "H", "H", "H", "H", "H", "H", "H", "H", "H", "H", "H", "H", "C", "O", "C", "O", "H", "H", "H"],
  "coordinates": [[-1.26, -0.91, -0.55], [-7.62, -0.54, 0.12], [-6.18, -0.74, -1.10], [-6.65, 0.37, -2.56], [-6.33, -2.50, -1.78], [-3.97, -0.56, 0.11], [-1.47, -1.48, -2.79], [-0.37, -0.50, -3.97], [-3.13, -1.05, -3.52], [-1.30, -3.31, -3.19], [-4.33, 1.80, 0.96], [-5.63, 2.83, 0.03], [-4.90, 1.80, 2.75], [-2.80, 2.88, 0.89], [-8.58, -0.82, -0.35], [-7.71, 0.49, 0.48], [-7.46, -1.18, 1.00], [-7.66, 0.10, -2.91], [-5.95, 0.24, -3.39], [-6.66, 1.43, -2.28], [-7.39, -2.82, -1.77], [-5.75, -3.21, -1.17], [-5.96, -2.56, -2.80], [-0.20, -1.11, -4.86], [-0.92, 0.40, -4.27], [0.60, -0.16, -3.59], [-3.42, -0.02, -3.28], [-3.92, -1.70, -3.14], [-3.07, -1.16, -4.62], [-0.49, -3.80, -2.63], [-1.12, -3.43, -4.26], [-2.23, -3.80, -2.92], [-6.64, 2.41, 0.14], [-5.39, 2.88, -1.03], [-5.64, 3.85, 0.43], [-5.87, 1.29, 2.83], [-5.00, 2.81, 3.16], [-4.18, 1.23, 3.37], [-2.72, 3.36, -0.09], [-1.89, 2.30, 1.07], [-2.85, 3.67, 1.65], [1.98, 5.07, 4.79], [1.05, 3.49, 4.23], [0.02, 3.00, 5.02], [-0.64, 1.85, 4.61], [-0.30, 1.21, 3.42], [0.73, 1.73, 2.65], [1.43, 2.86, 3.06], [-1.09, -0.01, 2.96], [-1.37, -0.83, 3.85], [-1.33, -0.05, 1.73], [-0.26, 3.51, 5.93], [-1.43, 1.42, 5.21], [0.98, 1.24, 1.72], [2.24, 3.25, 2.46], [3.32, -0.80, 0.35], [1.46, -0.99, -0.11], [1.36, 0.51, -1.18], [0.20, 1.29, -1.07], [0.06, 2.48, -1.78], [1.09, 2.92, -2.60], [2.25, 2.17, -2.71], [2.38, 0.97, -2.01], [1.84, -2.45, -1.18], [1.80, -3.69, -0.55], [2.12, -4.85, -1.25], [2.49, -4.79, -2.59], [2.54, -3.56, -3.22], [2.22, -2.40, -2.52], [3.73, 0.82, 1.13], [4.83, 0.32, 2.52], [4.27, -0.51, 3.50], [4.99, -0.89, 4.62], [6.29, -0.44, 4.80], [6.85, 0.41, 3.85], [6.12, 0.79, 2.73], [4.95, 1.52, -0.07], [4.80, 2.85, -0.44], [5.67, 3.44, -1.36], [6.70, 2.70, -1.91], [6.86, 1.36, -1.55], [5.99, 0.79, -0.63], [4.01, -1.02, -0.47], [3.47, -1.57, 1.11], [-0.60, 1.03, -0.37], [-0.85, 3.05, -1.67], [0.99, 3.85, -3.14], [3.07, 2.51, -3.34], [3.30, 0.39, -2.11], [1.49, -3.76, 0.48], [2.06, -5.81, -0.75], [2.72, -5.70, -3.14], [2.82, -3.49, -4.26], [2.27, -1.45, -3.03], [3.24, -0.85, 3.39], [4.53, -1.54, 5.36], [6.86, -0.73, 5.67], [7.86, 0.78, 3.99], [6.58, 1.46, 2.00], [3.98, 3.43, -0.02], [5.54, 4.48, -1.64], [7.37, 3.15, -2.63], [7.66, 0.77, -1.98], [6.12, -0.25, -0.35], [-1.26, -3.79, 2.17], [-0.76, -2.87, 1.20], [-1.44, -2.81, 0.01], [-2.14, -3.74, -0.32], [-0.58, -3.70, 3.02], [-1.27, -4.80, 1.77], [-2.26, -3.49, 2.48]]
}

=====

(2)
{
  "formula": "C12H12O2S",
  "method": "the ωB97M-V functional and the def2-TZVPD basis",
  "e_homo_ha": [-0.2682, -0.2681],
  "relative_energy_ev": 2.6267,
  "elements": ["C", "C", "C", "C", "C", "C", "C", "C", "C", "C", "C", "C", "O", "O", "S", "H", "H", "H", "H", "H", "H", "H", "H", "H", "H", "H", "H"],
  "coordinates": [[-2.81, 2.50, -0.58], [-2.94, 1.45, 0.26], [-1.52, 2.70, -1.15], [-1.91, 0.66, 0.68], [-0.43, 1.99, -0.79], [-0.57, 0.97, 0.18], [1.73, -1.52, 1.76], [0.62, -0.70, 1.75], [2.58, -1.80, 0.57], [1.53, -2.47, -0.43], [0.41, -1.63, -0.86], [0.59, 0.18, 0.58], [3.76, -1.62, 0.42], [1.74, 0.65, -0.01], [0.62, -0.96, -2.41], [-3.69, 3.11, -0.71], [-3.96, 1.19, 0.63], [-1.25, 3.35, -2.03], [-2.09, -0.15, 1.50], [0.62, 2.25, -1.10], [2.07, -2.23, 2.56], [-0.15, -0.74, 2.62], [2.17, -2.89, -1.24], [1.23, -3.40, -0.04], [-0.54, -1.95, -0.50], [2.38, 0.96, 0.67], [-0.18, 0.12, -2.34]]
}

=====

(3)
{
  "formula": "C3H2AuO",
  "method": "the ωB97M-V functional and the def2-TZVPD basis",
  "e_homo_ha": [-0.7072, -0.8104],
  "relative_energy_ev": 0.0000,
  "total_charge": 2,
  "multiplicity": 4,
  "elements": ["C", "C", "C", "H", "H", "O", "Au"],
  "coordinates": [[-2.76, -0.07, 0.10], [-1.56, 0.23, -0.08], [-0.28, 0.43, -0.20], [3.65, -0.77, 0.05], [-3.82, -0.30, 0.22], [3.19, 0.07, 0.13], [1.58, 0.40, -0.21]]
}

=====

(4)
{
  "formula": "C4H4NO3S",
  "method": "the ωB97M-V functional and the def2-TZVPD basis",
  "e_homo_ha": -0.1193,
  "relative_energy_ev": 2.1627,
  "total_charge": -1,
  "elements": ["C", "C", "C", "C", "N", "O", "O", "O", "S", "H", "H", "H", "H"],
  "coordinates": [[1.12, 1.58, -0.76], [1.98, -0.56, -0.51], [-0.07, 0.02, 0.54], [-1.31, -0.17, -0.11], [1.99, 0.73, -1.00], [0.66, 2.66, -0.84], [2.87, -1.34, -0.76], [0.96, -0.92, 0.28], [-2.65, -1.41, 0.80], [-0.05, 0.35, 1.58], [-1.23, -0.66, -1.08], [-1.94, 0.71, -0.16], [-2.32, -0.96, 2.01]]
}